Record 1
Density functional theory data (ωB97M-V with the def2-TZVPD basis set) for a molecular structure, CH4Br2Si in a non-equilibrium geometry.

Properties
**Energy**: -5477.97365 hartree
**Total charge**: 0
**ΔE to the lowest compared entry with this formula, charge and spin**: 286.2 kJ/mol
**Kohn-Sham gap**: 10.3 eV
**Spin multiplicity**: 1

Structure (XYZ):
```
8
CH4Br2Si ωB97M-V with the def2-TZVPD basis set
C 1.5113 -0.0385 -0.4942
Si -0.1976 0.1380 0.4367
Br 2.6854 1.2519 0.3979
Br 2.3312 -1.7857 -0.3607
H 1.4488 0.3898 -1.5466
H -0.7523 -0.6683 -0.5941
H -0.5463 1.5480 0.2613
H -0.2416 -0.6061 1.7589
```



Record 2
Density functional theory data (ωB97M-V with the def2-TZVPD basis set) for 2 unconnected molecules or ions with the total composition CH6NS.

Properties
**Energy**: -494.66348 hartree
**Total charge**: -1
**ΔE to the lowest compared entry with this formula, charge and spin**: 2.7 kJ/mol
**Kohn-Sham gap**: 7.2 eV
**Spin multiplicity**: 1

Structure (XYZ):
```
9
CH6NS ωB97M-V with the def2-TZVPD basis set
S -1.7743 1.8098 0.3790
H -1.8940 2.6397 -0.6710
C 0.5018 -1.0559 0.4418
N 0.9482 -0.0357 -0.5074
H 1.1921 -1.0692 1.2812
H 0.4899 -2.0533 0.0033
H -0.5304 -0.8503 0.7549
H 0.5927 -0.2210 -1.4401
H 0.4740 0.8360 -0.2417
```



Record 3
Density functional theory data (ωB97M-V with the def2-TZVPD basis set) for a molecular structure, C23H43Cl3GaN3O4Si in a non-equilibrium geometry.

Properties
**Energy**: -4962.47896 hartree
**Total charge**: 0
**ΔE to the lowest compared entry with this formula, charge and spin**: 0.0 kJ/mol
**Kohn-Sham gap**: 9.0 eV
**Spin multiplicity**: 1

Structure (XYZ):
```
78
C23H43Cl3GaN3O4Si ωB97M-V with the def2-TZVPD basis set
C 3.2524 -2.2620 -6.6874
C 2.6784 -1.5655 -7.8637
H 3.1049 -3.3491 -6.7625
H 2.7968 -1.8931 -5.7542
H 4.3393 -2.0833 -6.6115
C 2.6698 -2.0640 -9.1129
C 3.2345 -3.3846 -9.4702
H 2.3039 -1.4608 -9.9392
H 2.8642 -4.1666 -8.8026
H 4.3263 -3.4011 -9.4258
H 2.9329 -3.6413 -10.4874
Ga 0.9506 -0.1424 -1.7191
Cl 2.3601 -0.4258 -3.4011
C -0.1529 2.5869 -2.2682
O -0.3773 1.3509 -2.1835
N -1.0558 3.4585 -2.7283
C -2.4196 3.0217 -3.0234
C -0.5889 4.6958 -3.3373
H 0.8171 3.0371 -1.9714
H -2.8285 2.5035 -2.1490
H -2.4695 2.3419 -3.8879
H -3.0012 3.9276 -3.2249
H 0.2958 5.0468 -2.7916
H -1.3785 5.4448 -3.2813
H -0.2957 4.5560 -4.3888
H -3.4266 1.9633 2.5107
H -1.3810 1.9822 4.3497
C -3.0986 0.9303 2.3346
C -1.2764 0.9381 4.0088
N -1.6861 0.7838 2.6234
H -3.2804 0.6577 1.2933
C -0.8018 0.6316 1.6103
O -1.1194 0.4743 0.4292
H -0.2283 0.6302 4.1194
H 0.2618 0.6606 1.9258
H -3.6749 0.2784 3.0041
H -1.9097 0.3136 4.6564
H 0.1401 -4.5006 -0.4559
H 0.4658 -3.2240 -3.1248
C -0.9090 -4.4720 -0.7849
C -0.5748 -3.6007 -3.0701
N -1.1305 -3.3714 -1.7247
H -1.5460 -4.3740 0.0959
C -1.2116 -2.1036 -1.2837
O -0.8444 -1.0955 -1.9540
H -1.2031 -3.0672 -3.7975
H -1.6047 -1.9630 -0.2597
H -1.1485 -5.4084 -1.3044
H -0.6057 -4.6778 -3.2669
O 1.0915 -0.3855 -6.5193
C 2.0554 -0.2023 -7.5548
C 0.4747 0.1063 -9.5513
C 1.5343 0.5718 -8.7686
H -0.0128 -0.8356 -9.2803
C 0.0568 0.8447 -10.6632
H 2.8789 0.3882 -7.1129
C 2.1998 1.7479 -9.1375
H -0.8180 0.5172 -11.2204
C 0.7349 2.0071 -11.0297
C 1.8263 2.4364 -10.2776
H 3.0265 2.0998 -8.5025
H 0.4126 2.5763 -11.9021
H 2.3616 3.3460 -10.5699
Si -0.3845 0.3248 -6.1627
Cl 1.5517 -2.0414 -0.4917
C -1.7751 -0.3679 -7.2125
C -0.2880 2.1859 -6.3340
C -0.7549 -0.3397 -4.4958
H -1.8242 0.0082 -8.2362
H -2.6992 -0.0842 -6.6822
H -1.6952 -1.4621 -7.2237
H -0.5378 -1.4005 -4.3948
H -1.7532 -0.1301 -4.1155
H -0.0304 0.1962 -3.8961
H -0.0711 2.4595 -7.3797
H 0.5048 2.6137 -5.6944
H -1.2537 2.6422 -6.0628
Cl 2.0075 1.1704 -0.2564
```



Record 4
Density functional theory data (ωB97M-V with the def2-TZVPD basis set) for a molecular structure, C17H49N6O10V in a non-equilibrium geometry.

Properties
**Energy**: -2702.05683 hartree
**Total charge**: 0
**ΔE to the lowest compared entry with this formula, charge and spin**: 145.2 kJ/mol
**Kohn-Sham gap**: 8.2 eV
**Spin multiplicity**: 1

Structure (XYZ):
```
83
C17H49N6O10V ωB97M-V with the def2-TZVPD basis set
O -1.9457 1.5494 -1.7400
V -0.6606 0.7683 -1.3029
O -0.7836 0.7437 0.3036
C 3.7113 1.4136 -0.7893
C 2.3979 2.1907 -0.6343
C 2.6660 3.6999 -0.4862
O 1.2737 1.9726 -1.4580
H 3.5312 0.3439 -0.6825
H 4.4748 1.7702 -0.0979
H 4.0007 1.6833 -1.8049
H 2.1352 1.7869 0.3435
H 3.3558 4.0175 0.2957
H 1.7706 4.2826 -0.2698
H 2.9327 4.0517 -1.4828
C 1.5786 -1.7236 -1.5080
O 0.6587 -1.1052 -0.9707
N 2.4521 -1.2351 -2.2748
N 1.7790 -3.0114 -1.2663
H 3.2762 -1.7947 -2.4413
H 2.3335 -0.2403 -2.4033
H 2.4231 -3.5212 -1.8539
H 1.0547 -3.4360 -0.7048
C 0.4621 0.3353 -4.4106
O -0.2182 0.0144 -3.4380
N 0.6456 -0.3348 -5.4976
N 1.2641 1.3442 -4.4526
H 0.1618 -1.1992 -5.6942
H 1.1912 0.1478 -6.1973
H 1.4708 1.6298 -3.5062
H 1.7714 1.7347 -5.2339
C -2.3985 -2.2775 -1.1779
O -2.0785 -1.1598 -1.4582
N -1.8067 -3.1031 -0.3741
N -3.5642 -2.7987 -1.6735
H -2.2166 -4.0256 -0.3402
H -0.8745 -2.9476 -0.0178
H -4.2115 -2.3022 -2.2689
H -3.7175 -3.7408 -1.3431
C -3.0313 0.0856 -5.6715
C -4.0418 -0.8056 -4.9689
O -4.1421 -0.4631 -3.5693
H -3.4903 0.4936 -6.5720
H -2.1224 -0.4428 -5.9592
H -2.7752 0.8788 -4.9692
H -4.0547 -1.8751 -5.1791
H -4.9616 -0.4457 -5.4299
H -3.2019 -0.5559 -3.3987
C 2.6475 3.3753 3.6732
C 1.1065 3.7912 3.8653
C 0.1422 2.6151 3.4682
O 0.9993 4.0572 5.2724
H 2.6994 3.0864 2.6235
H 2.8984 2.3821 4.0456
H 3.5049 4.0107 3.8955
H 0.8093 4.5276 3.1186
H 0.4584 2.1652 2.5270
H -0.8871 2.8918 3.2400
H 0.0970 1.6884 4.0402
H 0.0800 4.1358 5.5378
C 1.2499 -0.8425 3.2102
C 2.3666 -1.6399 2.7859
C 3.6252 -0.6778 2.5846
O 2.7120 -2.3856 3.9261
H 0.9224 -0.1859 2.4041
H 1.5513 -0.2263 4.0573
H 0.3924 -1.3825 3.6117
H 2.2197 -2.2779 1.9144
H 4.5184 -1.2429 2.3181
H 3.8715 -0.1025 3.4771
H 3.4099 0.0796 1.8310
H 1.9478 -2.8432 4.2841
C -2.7152 -0.5598 2.4873
C -3.5737 -1.4004 3.4076
C -4.6188 -2.2178 2.7065
O -2.6718 -2.2544 4.0438
H -1.8837 -0.0679 2.9920
H -3.2589 0.1873 1.9091
H -2.2068 -1.0201 1.6402
H -4.1319 -0.8040 4.1294
H -4.3158 -2.5790 1.7237
H -5.4025 -1.5332 2.3820
H -5.1670 -2.8726 3.3839
H -1.8719 -2.2709 3.5133
```



Record 5
Density functional theory data (ωB97M-V with the def2-TZVPD basis set) for 4 unconnected molecules or ions with the total composition C10H19Cl6O6P.

Properties
**Energy**: -3946.50804 hartree
**Total charge**: 0
**Kohn-Sham gap**: 10.1 eV
**Spin multiplicity**: 1
**SMILES string**: O=C1OC[C@@H](P(=O)(O)O)[C@@H]1O.ClCCCl.ClCCCl.ClCCCl

Structure (XYZ):
```
42
C10H19Cl6O6P ωB97M-V with the def2-TZVPD basis set
O -6.9714 1.4086 -0.6514
C -5.9372 0.9685 -0.2558
O -5.8305 -0.1482 0.5019
C -4.4300 -0.3032 0.8706
C -3.9488 1.1473 0.9150
P -2.1865 1.4075 1.1990
O -1.4135 0.1724 1.1229
O -2.0931 2.1484 2.6144
O -1.7324 2.4752 0.1078
C -4.5553 1.5952 -0.4199
O -4.5731 2.9600 -0.7023
H -4.3419 -0.8669 1.7921
H -3.9344 -0.8374 0.0570
H -4.5589 1.6567 1.6757
H -2.8883 2.6188 2.8782
H -2.2773 3.2729 0.0709
H -4.0346 1.0758 -1.2337
H -5.4056 3.3365 -0.3912
Cl 0.8949 0.8995 -2.8639
C 1.0332 1.2024 -1.1123
C 2.4566 1.1180 -0.6315
Cl 3.1096 -0.5464 -0.7159
H 0.3884 0.4870 -0.6050
H 0.6519 2.2045 -0.9280
H 2.5084 1.4193 0.4131
H 3.1173 1.7479 -1.2213
Cl 8.6321 0.8862 0.2447
C 7.9954 -0.7466 0.5753
C 6.5024 -0.7442 0.7786
Cl 6.0294 0.0851 2.2854
H 8.5139 -1.1295 1.4504
H 8.2409 -1.3652 -0.2862
H 6.1428 -1.7690 0.8541
H 5.9880 -0.2522 -0.0420
Cl -1.1223 -1.7223 -1.7220
C -0.0274 -2.7469 -0.7625
C 0.0041 -4.1678 -1.2599
Cl -1.5401 -5.0189 -0.9777
H -0.3549 -2.6907 0.2729
H 0.9663 -2.3085 -0.8456
H 0.7736 -4.7218 -0.7252
H 0.2082 -4.2080 -2.3266
```



Record 6
Density functional theory data (ωB97M-V with the def2-TZVPD basis set) for a single C29H33BO2S2 molecule in a non-equilibrium geometry.

Properties
**Energy**: -2096.55997 hartree
**Total charge**: 0
**Kohn-Sham gap**: 6.2 eV
**Spin multiplicity**: 1

Structure (XYZ):
```
67
C29H33BO2S2 ωB97M-V with the def2-TZVPD basis set
C -3.3216 3.9636 -3.3842
C -2.9694 2.8830 -2.4406
C -3.7496 2.3494 -1.4365
C -3.1278 1.2648 -0.7459
C -1.8390 1.0198 -1.1989
B 0.0761 0.2951 0.3701
C -1.0045 -0.1603 -0.9159
C -1.7568 -1.4108 -0.7673
C -1.7244 -2.2418 -1.8727
C -0.7883 -1.8653 -2.8494
C -0.4842 -2.6023 -4.0870
S -0.0295 -0.4018 -2.4839
O 0.7095 1.5555 0.0384
C 0.4257 2.5251 1.0604
C 1.7161 3.0558 1.6747
C -0.2647 3.6764 0.3541
C -0.5058 1.7548 2.1431
C 0.1627 1.3706 3.4653
C -1.6537 2.6602 2.5904
O -0.8318 0.5409 1.4944
S -1.4487 2.0659 -2.5255
H -4.2320 4.4770 -3.0722
H -2.5050 4.6888 -3.4253
H -3.4869 3.5620 -4.3910
H -4.7490 2.7027 -1.2097
H -3.5975 0.6513 0.0185
H -2.3258 -1.5796 0.1460
H -2.2963 -3.1539 -1.9822
H -1.0143 -3.5606 -4.0873
H -0.8094 -2.0062 -4.9521
H 0.5952 -2.7813 -4.1876
H 1.4910 3.7196 2.5192
H 2.3796 2.2556 2.0195
H 2.2491 3.6550 0.9291
H -0.3178 4.5659 0.9989
H 0.3015 3.9315 -0.5502
H -1.2684 3.3786 0.0280
H 0.7671 2.1754 3.8767
H -0.6089 1.1596 4.2130
H 0.7732 0.4696 3.3762
H -1.2191 3.5490 3.0865
H -2.3010 3.0309 1.7823
H -2.2921 2.1835 3.3444
C 1.1948 -0.9115 0.4098
C 1.0646 -1.8398 1.5968
C 1.8397 -1.5398 2.7276
C 1.7499 -2.3026 3.8842
C 0.9984 -3.4919 3.8861
C 0.3605 -3.8935 2.7009
C 0.3720 -3.0607 1.5804
C 1.9024 -1.6358 -0.7718
C 3.1506 -1.1205 -1.2022
C 3.9901 -1.8205 -2.0655
C 3.6135 -3.0642 -2.5915
C 2.3847 -3.5875 -2.1942
C 1.5947 -2.9082 -1.2630
H 1.9833 -0.1871 0.7197
H 2.4808 -0.6505 2.6982
H 2.2588 -1.9771 4.7998
H 0.9328 -4.1005 4.7842
H -0.1762 -4.8450 2.6595
H -0.1865 -3.3490 0.6901
H 3.4563 -0.1523 -0.8024
H 4.9506 -1.3974 -2.3450
H 4.2508 -3.6083 -3.2971
H 2.0197 -4.5238 -2.6273
H 0.6904 -3.4058 -0.9410
```